{"formula": "C11H6F2NPbS3Sb", "method": "ωB97M-V/def2-TZVPD", "multiplicity": 2, "charge": 1, "s2": 0.757, "homo_lumo_gap_ev": [7.993, 6.816], "homo_energy_ev": [-12.53, -12.28], "symbols": ["Pb", "F", "C", "C", "C", "C", "C", "F", "C", "C", "C", "C", "C", "C", "N", "H", "H", "H", "H", "H", "H", "S", "Sb", "S", "S"], "positions_angstrom": [[-0.046, 0.427, -0.027], [5.151, -0.051, -1.595], [4.290, -0.024, -0.586], [2.936, 0.070, -0.864], [2.064, 0.088, 0.205], [2.468, 0.024, 1.545], [3.850, -0.059, 1.737], [4.353, -0.117, 2.974], [4.765, -0.086, 0.705], [1.468, 0.025, 2.642], [1.756, -0.091, 3.999], [0.716, -0.106, 4.913], [-0.597, -0.013, 4.484], [-0.821, 0.101, 3.129], [0.185, 0.124, 2.253], [2.611, 0.122, -1.894], [5.823, -0.152, 0.913], [2.772, -0.171, 4.342], [0.938, -0.197, 5.968], [-1.426, -0.033, 5.175], [-1.817, 0.168, 2.709], [-2.324, 2.715, -2.627], [-2.889, 2.189, -0.409], [-2.268, -0.279, -0.430], [-0.585, 2.848, 0.052]]}

=====

{"formula": "C11H6N9O5", "method": "ωB97M-V/def2-TZVPD", "charge": -1, "homo_lumo_gap_ev": 6.085, "homo_energy_ev": -4.79, "symbols": ["O", "N", "O", "C", "C", "C", "N", "O", "O", "C", "C", "N", "O", "N", "C", "H", "H", "N", "C", "N", "C", "N", "C", "C", "N", "C", "N", "H", "H", "H", "H"], "positions_angstrom": [[-1.072, -3.804, 0.026], [-0.656, -3.036, 0.919], [0.136, -3.403, 1.817], [-1.115, -1.661, 0.958], [-0.800, -0.779, 2.001], [-1.415, 0.507, 2.110], [-0.837, 1.471, 3.027], [0.085, 1.072, 3.784], [-1.201, 2.667, 2.982], [-2.476, 0.929, 1.268], [-2.755, 0.078, 0.155], [-3.452, 0.334, -0.984], [-3.195, -0.837, -1.798], [-2.355, -1.743, -1.208], [-2.081, -1.183, -0.006], [-0.067, -1.083, 2.741], [-2.679, 2.013, 1.116], [-8.067, 1.666, 4.927], [-7.054, 0.910, 4.467], [-6.985, -0.406, 4.671], [-5.958, -1.087, 4.104], [-4.952, -0.612, 3.305], [-4.954, 0.685, 3.083], [-6.007, 1.526, 3.687], [-5.835, 2.802, 3.282], [-4.722, 2.740, 2.461], [-4.166, 1.504, 2.309], [-8.112, 2.652, 4.752], [-8.759, 1.244, 5.536], [-5.943, -2.160, 4.309], [-4.386, 3.670, 1.977]]}

=====

{"formula": "C11H70NO23", "method": "ωB97M-V/def2-TZVPD", "charge": 1, "homo_lumo_gap_ev": 9.023, "homo_energy_ev": -11.72, "relative_energy_kj_mol": 233.4, "symbols": ["C", "C", "C", "C", "N", "C", "C", "C", "C", "C", "C", "C", "H", "H", "H", "H", "H", "H", "H", "H", "H", "H", "H", "H", "H", "H", "H", "H", "H", "H", "H", "H", "H", "H", "H", "H", "O", "H", "H", "O", "H", "H", "O", "H", "H", "O", "H", "H", "O", "H", "H", "O", "H", "H", "O", "H", "H", "O", "H", "H", "O", "H", "H", "O", "H", "H", "O", "H", "H", "O", "H", "H", "O", "H", "H", "O", "H", "H", "O", "H", "H", "O", "H", "H", "O", "H", "H", "O", "H", "H", "O", "H", "H", "O", "H", "H", "O", "H", "H", "O", "H", "H", "O", "H", "H"], "positions_angstrom": [[0.879, 4.426, -0.067], [-0.167, 3.442, 0.288], [0.080, 2.042, -0.343], [-1.180, 1.046, -0.103], [-0.959, -0.383, -0.724], [-0.745, -0.339, -2.192], [-1.473, -1.602, -2.790], [-2.245, -2.294, -1.677], [-2.164, -1.259, -0.507], [0.335, -1.007, -0.098], [0.356, -1.125, 1.520], [1.376, -2.049, 2.025], [0.663, 4.749, -0.948], [1.758, 3.962, -0.089], [0.710, 4.966, 0.752], [-1.206, 3.905, -0.270], [-0.286, 3.602, 1.405], [0.905, 1.486, -0.005], [0.198, 1.844, -1.326], [-1.884, 1.530, -0.473], [-1.291, 1.066, 0.908], [0.249, 0.003, -2.479], [-1.399, 0.594, -2.533], [-0.770, -2.092, -3.344], [-2.047, -1.316, -3.618], [-2.102, -3.245, -1.211], [-3.232, -2.535, -2.111], [-2.191, -1.771, 0.501], [-3.159, -0.713, -0.417], [1.341, -0.627, -0.496], [0.346, -1.994, -0.378], [-0.582, -1.277, 1.813], [0.654, -0.112, 1.728], [1.467, -2.043, 3.056], [2.471, -1.867, 1.748], [1.175, -3.087, 1.790], [2.778, 1.775, 2.362], [3.303, 1.563, 1.511], [3.348, 1.148, 2.866], [-3.698, -0.928, -6.388], [-3.208, -1.710, -6.025], [-3.522, -0.896, -7.268], [0.966, -0.517, 5.117], [1.084, 0.141, 5.854], [1.872, -0.382, 4.830], [3.126, 0.454, -2.703], [4.003, 0.350, -3.265], [2.809, -0.466, -2.784], [0.253, -4.476, 4.927], [0.761, -4.635, 4.122], [0.913, -3.910, 5.491], [-0.653, -5.660, -0.256], [-0.641, -6.538, 0.069], [-0.962, -5.450, -1.122], [2.306, 6.989, -2.459], [2.703, 7.941, -2.465], [1.397, 7.004, -2.030], [1.904, -5.658, 2.846], [2.609, -5.985, 3.469], [2.438, -5.277, 2.260], [1.393, 2.014, -4.201], [1.900, 1.362, -3.774], [0.525, 1.767, -4.565], [-2.288, -0.004, 3.620], [-1.729, -0.756, 3.888], [-2.894, -0.170, 2.964], [-4.254, -4.662, -3.806], [-3.761, -5.098, -3.179], [-3.734, -4.134, -4.431], [1.639, -4.681, -1.085], [1.521, -5.326, -1.703], [0.889, -4.734, -0.667], [-0.417, 1.990, 3.894], [-0.986, 1.136, 4.043], [0.207, 1.453, 3.571], [-4.092, 0.599, 1.529], [-4.423, 1.365, 0.956], [-4.935, 0.330, 1.956], [-0.715, 7.005, -1.857], [-0.214, 6.930, -2.644], [-1.548, 6.627, -2.122], [-1.010, 0.603, -5.454], [-1.384, 1.416, -5.656], [-1.244, -0.135, -5.917], [5.538, -3.327, 2.146], [5.228, -4.032, 1.380], [5.314, -2.458, 1.684], [0.963, 4.658, -4.011], [1.348, 3.755, -3.912], [1.397, 5.209, -3.315], [-0.115, 4.966, 3.976], [-0.333, 4.121, 3.538], [-0.152, 4.822, 4.929], [3.895, -0.291, 4.106], [4.305, 0.023, 4.855], [4.481, -0.677, 3.456], [-1.211, -2.358, 4.472], [-0.488, -1.598, 4.606], [-0.720, -3.070, 4.306], [-0.873, 7.923, 0.656], [-0.869, 7.305, -0.171], [0.115, 8.060, 0.759], [-2.433, -5.907, -2.322], [-3.182, -6.135, -1.740], [-2.392, -6.723, -3.083]]}

=====

{"formula": "C11H72NO24", "method": "ωB97M-V/def2-TZVPD", "charge": 1, "homo_lumo_gap_ev": 9.601, "homo_energy_ev": -12.27, "relative_energy_kj_mol": 187.7, "symbols": ["C", "C", "C", "C", "N", "C", "C", "C", "C", "C", "C", "C", "H", "H", "H", "H", "H", "H", "H", "H", "H", "H", "H", "H", "H", "H", "H", "H", "H", "H", "H", "H", "H", "H", "H", "H", "O", "H", "H", "O", "H", "H", "O", "H", "H", "O", "H", "H", "O", "H", "H", "O", "H", "H", "O", "H", "H", "O", "H", "H", "O", "H", "H", "O", "H", "H", "O", "H", "H", "O", "H", "H", "O", "H", "H", "O", "H", "H", "O", "H", "H", "O", "H", "H", "O", "H", "H", "O", "H", "H", "O", "H", "H", "O", "H", "H", "O", "H", "H", "O", "H", "H", "O", "H", "H", "O", "H", "H"], "positions_angstrom": [[-22.937, 46.260, 11.671], [-21.718, 46.354, 10.885], [-20.906, 47.525, 11.182], [-19.622, 47.635, 10.084], [-19.192, 48.994, 9.946], [-20.245, 49.808, 9.322], [-19.579, 51.056, 8.603], [-18.207, 50.437, 8.116], [-18.098, 49.111, 8.948], [-18.638, 49.628, 11.281], [-17.744, 48.782, 12.087], [-16.975, 49.762, 13.124], [-23.602, 47.061, 11.465], [-22.859, 46.178, 12.640], [-23.404, 45.339, 11.366], [-22.085, 46.349, 9.876], [-21.295, 45.417, 11.103], [-20.573, 47.448, 12.360], [-21.438, 48.458, 11.070], [-19.935, 47.335, 8.928], [-19.105, 46.818, 10.381], [-20.879, 50.231, 10.040], [-20.676, 49.192, 8.674], [-19.427, 52.071, 9.160], [-19.925, 51.313, 7.782], [-17.438, 51.151, 8.452], [-18.292, 50.176, 6.943], [-17.040, 48.811, 9.277], [-18.322, 48.397, 7.886], [-19.418, 50.037, 11.805], [-18.196, 50.400, 10.838], [-16.960, 48.379, 11.562], [-18.315, 47.920, 12.538], [-17.763, 50.135, 13.741], [-16.240, 50.616, 12.914], [-16.382, 49.245, 13.764], [-14.554, 50.178, 10.635], [-14.476, 50.152, 9.751], [-14.200, 49.337, 10.746], [-17.339, 44.774, 12.217], [-18.236, 44.542, 12.238], [-17.243, 45.261, 13.032], [-25.134, 46.505, 9.170], [-25.083, 47.390, 9.430], [-25.847, 45.870, 8.972], [-21.514, 47.989, 14.594], [-22.141, 48.764, 14.252], [-21.493, 48.098, 15.585], [-19.244, 46.125, 6.304], [-20.027, 46.696, 6.631], [-19.214, 45.250, 6.812], [-19.662, 54.552, 10.480], [-19.201, 55.428, 10.484], [-18.926, 54.044, 10.823], [-24.605, 48.064, 14.047], [-24.935, 48.383, 13.170], [-25.090, 47.335, 14.573], [-18.519, 48.759, 16.602], [-17.752, 49.209, 16.794], [-18.575, 48.240, 15.790], [-16.038, 51.367, 5.897], [-15.244, 51.620, 5.332], [-16.485, 52.122, 5.772], [-14.580, 49.703, 7.877], [-15.100, 50.399, 7.451], [-14.901, 48.933, 7.552], [-20.464, 45.446, 14.200], [-20.783, 46.373, 14.136], [-20.835, 45.339, 15.079], [-17.887, 54.911, 7.844], [-17.985, 54.373, 7.146], [-18.633, 54.521, 8.437], [-23.573, 42.278, 12.149], [-23.927, 41.743, 11.476], [-24.384, 42.739, 12.445], [-23.067, 46.130, 7.124], [-23.777, 46.280, 7.939], [-22.538, 45.322, 7.537], [-14.135, 47.389, 10.766], [-14.296, 47.122, 11.585], [-14.921, 47.341, 10.293], [-20.274, 51.602, 13.931], [-20.985, 51.554, 13.292], [-20.201, 50.811, 14.505], [-13.069, 51.528, 12.966], [-12.217, 51.434, 12.872], [-13.578, 51.086, 12.144], [-16.156, 49.823, 16.582], [-15.618, 49.252, 15.976], [-15.664, 50.549, 16.835], [-19.718, 43.667, 12.460], [-19.600, 42.874, 13.086], [-19.949, 44.397, 13.056], [-16.626, 49.189, 4.294], [-16.625, 49.818, 4.948], [-17.483, 49.344, 3.759], [-20.971, 48.012, 6.500], [-21.379, 48.734, 6.039], [-21.800, 47.512, 6.780], [-21.362, 42.495, 10.458], [-20.944, 43.029, 11.085], [-22.323, 42.379, 10.725], [-25.097, 44.226, 13.553], [-25.276, 43.566, 14.122], [-26.109, 44.668, 13.584], [-18.184, 53.245, 5.429], [-18.786, 52.436, 5.066], [-17.673, 53.712, 4.676]]}

=====

{"formula": "C11H7CaN2O6", "method": "ωB97M-V/def2-TZVPD", "charge": 1, "homo_lumo_gap_ev": 7.286, "homo_energy_ev": -11.58, "relative_energy_kj_mol": 125.0, "symbols": ["O", "C", "Ca", "O", "C", "C", "O", "C", "O", "C", "O", "H", "N", "C", "O", "C", "C", "C", "C", "N", "C", "H", "H", "H", "H", "H", "H"], "positions_angstrom": [[-1.063, 3.517, -2.853], [-1.688, 3.051, -2.016], [1.410, 0.797, 1.548], [-1.600, 0.214, -1.165], [-0.709, 0.544, -0.520], [-0.320, -1.958, 1.286], [-0.854, -2.934, 0.972], [2.848, -1.879, -0.364], [3.635, -2.682, -0.684], [1.028, -1.111, -1.020], [0.831, -1.696, -2.004], [2.436, 2.409, 2.190], [-4.753, 4.157, 2.605], [-3.630, 3.629, 1.923], [-3.468, 3.940, 0.772], [-2.745, 2.651, 2.642], [-2.929, 2.310, 3.996], [-1.982, 1.340, 4.562], [-1.003, 0.947, 3.788], [-0.817, 1.241, 2.487], [-1.709, 2.135, 1.889], [-5.309, 4.798, 2.177], [-4.974, 3.803, 3.552], [-3.639, 2.777, 4.650], [-2.154, 1.044, 5.567], [-0.256, 0.116, 4.160], [-1.508, 2.373, 0.881]]}

=====

So what do the calculations give for E_tot? Going down the list: -2304.6959, -1291.5897, -2245.7707, -2322.2018, -1661.6009 Eh.